1.
C12H17OS | ωB97M-V with the def2-TZVPD basis set

Geometry (Å):
S1 1.39 -0.09 -0.87
O1 -0.15 -0.55 -0.76
C1 -0.56 -0.85 0.67
C2 0.45 2.62 -0.85
C3 -0.30 -2.29 1.14
C4 0.61 3.88 -0.45
C5 -0.54 -3.21 -1.29
C6 2.14 1.86 0.75
C7 -2.01 -0.28 0.80
C8 2.29 3.22 1.18
C9 1.29 1.61 -0.26
C10 -1.31 -2.48 -2.15
C11 1.43 4.19 0.67
C12 -0.81 -3.39 0.18
H1 -2.05 0.63 0.34
H2 -1.95 -3.44 0.24
H3 -0.91 -2.42 2.02
H4 -1.09 -2.33 -3.25
H5 -2.19 -0.03 1.90
H6 0.05 4.80 -0.78
H7 -2.77 -1.04 0.71
H8 2.83 3.26 2.12
H9 -0.23 -4.36 0.41
H10 1.50 0.16 -2.27
H11 -0.15 2.39 -1.68
H12 0.03 -0.20 1.36
H13 -2.33 -2.11 -1.80
H14 0.39 -3.58 -1.64
H15 0.84 -2.37 1.33
H16 1.53 5.28 0.82
H17 2.60 1.12 1.41

⟨S²⟩: 2.02
molecular weight: 209.33 Da
DFT total energy: -940.32392 Ha
total charge: +1
largest force on an atom: 5.486 eV/Å
HOMO-LUMO gap (spin up / spin down): 0.228 / 0.120 Ha
2S+1: 3



2.
C12H18AlF6O9P | ωB97M-V with the def2-TZVPD basis set

Geometry (Å):
P1 5.26 -0.78 3.79
Al1 2.26 0.29 1.52
F1 6.37 0.01 4.62
F2 4.46 -1.28 5.08
F3 4.07 -1.48 2.90
F4 4.39 0.57 3.71
F5 6.27 -2.08 3.67
F6 5.93 -0.27 2.44
O1 2.18 -1.49 -3.33
O2 -0.09 -1.46 0.94
O3 -0.40 4.03 3.37
O4 -2.21 -0.94 0.31
O5 1.80 -0.98 -1.14
O6 0.35 -2.28 -2.37
O7 -0.48 4.38 1.27
O8 -1.77 -3.06 0.44
O9 1.01 2.90 2.13
C1 1.47 -2.05 -4.44
C2 2.51 -2.98 -5.06
C3 -3.16 -3.03 0.34
C4 0.27 -2.65 -3.73
C5 -2.82 4.88 1.02
C6 -1.45 4.94 3.25
C7 -3.74 -1.36 -1.49
C8 -1.26 -1.82 0.64
C9 -1.52 5.20 1.76
C10 1.47 -1.55 -2.18
C11 -3.39 -1.55 -0.03
C12 0.13 3.73 2.24
H1 -1.15 6.19 1.49
H2 -3.53 5.65 1.32
H3 1.18 -1.32 -5.20
H4 2.80 -3.78 -4.38
H5 -0.63 -2.31 -4.24
H6 -2.30 4.36 3.61
H7 3.38 -2.36 -5.29
H8 -4.19 -1.19 0.62
H9 0.32 -3.73 -3.69
H10 2.23 -3.32 -6.05
H11 -3.70 -3.32 1.24
H12 -1.33 5.88 3.78
H13 -3.38 -3.64 -0.54
H14 -3.23 3.94 1.38
H15 -4.58 -1.99 -1.79
H16 -4.15 -0.37 -1.68
H17 -2.92 -1.50 -2.19
H18 -2.74 4.96 -0.06

⟨S²⟩: 1.77
molecular weight: 478.21 Da
DFT total energy: -2326.97472 Ha
total charge: +3
largest force on an atom: 5.892 eV/Å
HOMO-LUMO gap (spin up / spin down): 0.116 / 0.125 Ha
2S+1: 2



3.
C12H18BiCl2N2 | ωB97M-V with the def2-TZVPD basis set

Geometry (Å):
Bi1 0.72 0.11 -0.24
Cl1 0.60 -2.45 -0.68
Cl2 1.67 2.45 0.36
N1 -0.95 -0.62 6.18
N2 -0.18 -0.13 2.14
C1 0.06 -1.31 2.74
C2 -0.71 0.89 2.85
C3 -1.26 0.78 -0.86
C4 -0.72 -0.46 4.85
C5 -0.07 0.20 -4.18
C6 3.02 -0.20 -1.95
C7 -0.99 0.77 4.21
C8 -1.49 1.20 -2.24
C9 -0.19 -1.51 4.09
C10 1.87 0.28 -2.56
C11 1.21 -0.49 -3.68
C12 -1.29 0.02 -3.26
H1 3.53 0.39 -1.19
H2 -1.33 0.14 6.74
H3 0.46 -2.10 2.11
H4 -0.88 1.83 2.33
H5 1.54 1.32 -2.43
H6 -0.34 -0.24 -5.15
H7 -0.71 1.97 -2.35
H8 1.92 -0.57 -4.53
H9 -1.22 -0.94 -2.72
H10 -2.19 0.00 -3.89
H11 -1.40 1.60 4.76
H12 1.01 -1.53 -3.36
H13 -0.76 -1.48 6.65
H14 0.14 1.26 -4.35
H15 3.49 -1.11 -2.32
H16 -2.47 1.67 -2.45
H17 -2.13 0.73 -0.17
H18 0.03 -2.47 4.55

energy relative to the best compared isomer or geometry (same formula, charge and spin): 1.4609 eV
molecular weight: 470.18 Da
DFT total energy: -1712.52288 Ha
total charge: -1
largest force on an atom: 3.109 eV/Å
HOMO-LUMO gap (spin up / spin down): 0.154 / 0.154 Ha



4.
C12H18Cl2N2Pb | ωB97M-V with the def2-TZVPD basis set

Geometry (Å):
Pb1 -0.77 -0.39 -2.55
Cl1 1.40 -1.24 -1.60
Cl2 -2.24 -0.68 -0.42
N1 0.38 -1.92 1.40
N2 1.93 -5.15 3.45
C1 -1.21 -1.60 -4.18
C2 0.11 3.63 0.79
C3 0.56 2.85 -0.40
C4 2.27 -3.05 2.30
C5 -2.09 3.92 -0.57
C6 1.42 -4.09 2.75
C7 0.04 -4.01 2.47
C8 -0.44 -2.89 1.78
C9 -1.75 2.54 -1.16
C10 -1.36 4.08 0.75
C11 1.69 -1.99 1.60
C12 -0.26 2.33 -1.24
H1 -1.45 5.12 1.07
H2 3.34 -3.08 2.47
H3 -3.17 4.00 -0.45
H4 1.65 2.65 -0.49
H5 0.18 1.89 -2.14
H6 -2.25 2.40 -2.12
H7 0.24 3.05 1.71
H8 -1.50 -2.76 1.53
H9 -1.77 4.68 -1.29
H10 1.34 -5.89 3.79
H11 -1.89 3.46 1.47
H12 -2.23 1.78 -0.53
H13 0.77 4.52 0.82
H14 -0.47 -2.01 -4.92
H15 2.92 -5.20 3.66
H16 2.31 -1.19 1.19
H17 -2.26 -1.50 -4.60
H18 -0.65 -4.80 2.78

energy relative to the best compared isomer or geometry (same formula, charge and spin): 1.1839 eV
molecular weight: 468.40 Da
DFT total energy: -1690.68275 Ha
total charge: 0
largest force on an atom: 2.951 eV/Å
HOMO-LUMO gap (spin up / spin down): 0.204 / 0.235 Ha



5.
C12H18Cl5N3OPPdSbSe4 | ωB97M-V with the def2-TZVPD basis set

Geometry (Å):
Sb1 -4.27 1.97 -0.60
Pd1 0.21 0.42 1.68
Se1 -5.93 0.19 -0.23
Se2 -3.60 1.82 -2.94
Se3 -1.24 1.61 3.31
Se4 -1.93 1.41 1.07
Cl1 5.48 -2.65 -0.69
Cl2 4.06 -0.97 -2.90
Cl3 1.79 1.04 -2.13
Cl4 2.17 -0.47 3.02
Cl5 4.57 -2.36 2.30
P1 -1.53 -2.62 0.21
O1 -0.29 -2.12 0.86
N1 -1.51 -4.27 -0.16
N2 -1.77 -1.92 -1.25
N3 -2.82 -2.59 1.25
C1 2.50 0.03 -0.89
C2 -1.26 -5.16 0.96
C3 -0.83 -0.91 -1.75
C4 -4.14 -3.08 0.88
C5 -0.76 -4.68 -1.34
C6 -2.97 -2.11 -2.05
C7 -2.86 -1.62 2.34
C8 4.19 -1.58 -0.27
C9 2.71 -0.61 1.32
C10 3.54 -0.82 -1.25
C11 2.03 0.15 0.41
C12 3.78 -1.46 1.05
H1 -1.86 -1.30 2.60
H2 -3.52 -2.98 -1.69
H3 0.07 -1.38 -2.17
H4 -0.51 -0.23 -0.97
H5 -3.47 -0.75 2.09
H6 -1.14 -5.65 -1.70
H7 -4.04 -3.93 0.21
H8 -1.67 -6.15 0.75
H9 -4.75 -2.31 0.42
H10 -0.89 -3.95 -2.14
H11 0.31 -4.79 -1.13
H12 -4.64 -3.43 1.79
H13 -1.74 -4.77 1.85
H14 -3.29 -2.12 3.22
H15 -1.33 -0.32 -2.52
H16 -2.69 -2.30 -3.09
H17 -3.62 -1.24 -2.02
H18 -0.18 -5.27 1.16

energy relative to the best compared isomer or geometry (same formula, charge and spin): 2.2354 eV
molecular weight: 972.56 Da
DFT total energy: -13323.91335 Ha
total charge: -2
largest force on an atom: 1.713 eV/Å
HOMO-LUMO gap: 0.199 Ha



6.
C12H18ClN5 | ωB97M-V with the def2-TZVPD basis set

Geometry (Å):
Cl1 -1.70 -2.89 -2.28
N1 0.32 1.26 -1.02
N2 0.14 -2.10 2.10
N3 -0.57 -0.66 -1.40
N4 0.21 -0.41 0.75
N5 -0.76 -2.54 0.10
C1 2.26 -1.83 3.26
C2 -1.45 3.65 -0.15
C3 -0.15 0.00 -0.38
C4 0.79 2.32 0.01
C5 2.78 -2.79 2.52
C6 0.82 -1.34 3.01
C7 1.44 3.26 -0.92
C8 0.11 -1.61 0.94
C9 -0.50 4.38 -1.20
C10 0.80 4.51 -1.08
C11 -0.99 -1.92 -1.33
C12 -0.25 2.90 0.75
H1 -0.86 3.68 -2.14
H2 2.31 3.51 -0.17
H3 0.99 -0.46 2.81
H4 1.95 2.89 -2.02
H5 2.21 -3.26 1.48
H6 2.87 -1.56 4.23
H7 3.90 -3.19 2.71
H8 -0.11 -3.15 2.09
H9 -1.95 4.35 0.60
H10 0.64 5.13 -0.03
H11 1.41 1.80 0.62
H12 -0.95 2.10 1.49
H13 0.13 3.69 1.66
H14 1.10 5.20 -1.84
H15 0.28 -1.55 4.05
H16 -2.11 3.00 -0.62
H17 -0.03 1.53 -1.90
H18 -1.14 5.21 -1.56

structure (SMILES): C=CCNc1nc(Cl)nc(NC2CCCCC2)n1
molecular weight: 267.76 Da
DFT total energy: -1201.60681 Ha
total charge: 0
largest force on an atom: 15.934 eV/Å
HOMO-LUMO gap: 0.319 Ha